The following is a DFT calculation (the ωB97M-V functional and the def2-TZVPD basis) of a molecular structure, C29H43Br2IIrN5O2S.

```
! wB97M-V def2-TZVPD RIJCOSX def2/J DEFGRID3
* xyz 3 6
Ir -0.508 -0.105 -0.385
C 2.686 -0.771 -3.997
C 3.132 -1.296 -2.687
N 4.202 -2.065 -2.623
C 4.566 -2.553 -1.447
C 3.867 -2.344 -0.216
C 4.424 -2.997 1.026
O 3.410 -3.376 1.935
C 2.768 -1.517 -0.227
C 2.166 -1.121 1.041
N 1.060 -0.498 1.243
C 0.729 -0.247 2.626
C 1.228 -1.022 3.672
C 0.894 -0.733 4.986
C 0.045 0.321 5.287
C -0.503 1.075 4.259
C -0.157 0.767 2.957
I -1.080 1.824 1.420
C 2.363 -0.960 -1.482
O 1.386 -0.176 -1.609
H 3.272 -1.218 -4.793
H 2.816 0.316 -4.022
H 1.621 -0.957 -4.150
H 5.481 -3.137 -1.433
H 5.077 -2.272 1.526
H 5.058 -3.837 0.744
H 3.291 -4.332 1.911
H 2.775 -1.364 1.904
H 1.857 -1.884 3.484
H 1.295 -1.349 5.778
H -0.212 0.545 6.313
H -1.193 1.879 4.478
Br -1.931 -2.153 1.886
C -3.729 -1.502 1.646
Br -3.842 -0.228 0.198
H -4.030 -0.999 2.556
H -4.370 -2.341 1.408
C 0.039 6.928 -4.042
C -0.628 6.190 -2.888
C 0.207 5.007 -2.405
C -0.357 4.334 -1.163
N -1.708 3.779 -1.401
C -1.985 2.625 -1.980
S -0.681 1.454 -2.219
N -3.204 2.336 -2.393
C -3.589 1.177 -3.221
C -3.273 1.391 -4.694
C -4.020 2.571 -5.311
C -3.810 2.659 -6.817
H -0.594 7.731 -4.414
H 0.243 6.252 -4.875
H 0.985 7.368 -3.725
H -1.618 5.842 -3.206
H -0.791 6.880 -2.053
H 1.219 5.342 -2.162
H 0.311 4.268 -3.207
H -0.473 5.056 -0.354
H 0.285 3.531 -0.800
H -2.471 4.439 -1.309
H -3.910 3.053 -2.280
H -4.663 1.055 -3.075
H -3.093 0.292 -2.821
H -3.536 0.470 -5.222
H -2.193 1.523 -4.824
H -3.684 3.503 -4.844
H -5.088 2.476 -5.090
H -2.751 2.759 -7.062
H -4.329 3.519 -7.236
H -4.190 1.767 -7.316
C -3.488 -3.753 -3.000
C -1.956 -3.863 -2.914
C -1.314 -3.770 -4.306
C -1.532 -5.149 -2.188
C -1.484 -2.718 -2.119
N -1.136 -1.817 -1.497
H -3.855 -4.614 -3.557
H -3.794 -2.850 -3.529
H -3.948 -3.764 -2.013
H -1.688 -4.598 -4.907
H -0.228 -3.856 -4.253
H -1.577 -2.839 -4.810
H -1.885 -5.998 -2.774
H -1.975 -5.214 -1.194
H -0.448 -5.223 -2.104
*
```

The value obtained for the frontier orbital gap (spin up / spin down) is 7.55 / 5.36 eV. The HOMO energy (spin up / spin down) is -16.23 / -16.74 eV. The expectation value of S² is 8.7893. The lowest unoccupied orbital energy (spin up / spin down) comes out at -8.679 / -11.384 eV. The energy above the lowest of the compared OMol25 structures with the same formula, charge and spin comes out at 0.2471 eV.

=====

The following is a DFT calculation (the ωB97M-V functional and the def2-TZVPD basis) of a molecular structure, C29H43CuN2O2PS2.

```
! wB97M-V def2-TZVPD RIJCOSX def2/J DEFGRID3
* xyz 2 2
C -5.789 -1.741 0.550
C -5.528 -3.061 -0.183
C -4.901 -4.107 0.735
C -4.102 -5.166 -0.042
C -2.659 -4.704 -0.323
C -1.601 -5.665 0.219
C -1.393 -5.578 1.731
C -0.691 -4.310 2.266
C 0.056 -3.477 1.222
C 0.920 -2.430 1.916
N 1.857 -1.722 1.008
C 2.299 -0.398 1.496
C 1.228 0.681 1.626
C 1.880 1.970 2.171
S 0.656 3.075 2.897
C 0.463 4.444 1.835
S -0.656 5.539 2.214
N 1.329 4.499 0.681
C 2.386 5.483 0.745
C 3.654 5.068 0.372
C 4.721 5.955 0.262
C 4.521 7.296 0.558
C 3.250 7.731 0.959
C 2.187 6.832 1.056
C 0.619 4.554 -0.584
C -0.221 3.528 -0.998
C -0.835 3.593 -2.238
C -0.631 4.657 -3.109
C 0.186 5.694 -2.701
C 0.789 5.625 -1.452
C 1.431 -1.727 -0.298
O 0.444 -1.251 -0.805
O 2.248 -2.452 -1.151
P 1.413 -2.687 -2.527
C 1.707 -1.276 -3.626
C 2.135 -4.183 -3.250
H -6.121 -1.949 1.567
H -6.572 -1.159 0.074
H -4.880 -1.147 0.619
H -4.870 -2.862 -1.030
H -6.475 -3.434 -0.568
H -5.678 -4.578 1.336
H -4.245 -3.579 1.431
H -4.123 -6.102 0.513
H -4.635 -5.336 -0.975
H -2.547 -3.688 0.052
H -2.528 -4.646 -1.407
H -1.962 -6.672 0.012
H -0.664 -5.580 -0.328
H -2.358 -5.721 2.210
H -0.783 -6.434 2.018
H 0.013 -4.573 3.053
H -1.447 -3.664 2.713
H -0.692 -2.942 0.642
H 0.650 -4.099 0.552
H 0.282 -1.755 2.484
H 1.543 -2.955 2.639
H 3.119 -0.062 0.862
H 2.729 -0.573 2.481
H 0.421 0.384 2.289
H 0.822 0.919 0.645
H 2.419 2.455 1.364
H 2.614 1.697 2.928
H 3.799 4.030 0.116
H 5.675 5.565 -0.049
H 5.355 7.977 0.480
H 3.125 8.777 1.203
H 1.207 7.192 1.331
H -0.410 2.675 -0.365
H -1.472 2.773 -2.533
H -1.095 4.702 -4.080
H 0.356 6.546 -3.342
H 1.431 6.427 -1.096
H 2.036 -1.672 -4.582
H 0.790 -0.713 -3.763
H 2.473 -0.661 -3.164
H 1.424 -4.599 -3.957
H 3.046 -3.867 -3.754
H 2.347 -4.881 -2.448
Cu 2.507 7.498 -1.409
*
```

The value obtained for the frontier orbital gap (spin up / spin down) is 6.80 / 4.98 eV. The HOMO energy (spin up / spin down) is -13.32 / -13.32 eV. The expectation value of S² is 0.7517. The lowest unoccupied orbital energy (spin up / spin down) comes out at -6.523 / -8.337 eV.

=====

The following is a DFT calculation (the ωB97M-V functional and the def2-TZVPD basis) of 11 unconnected molecules or ions with the total composition C29H43F6N3O28S2.

```
! wB97M-V def2-TZVPD RIJCOSX def2/J DEFGRID3
* xyz 0 1
O -14.452 18.864 7.837
C -14.743 18.460 8.933
O -14.301 18.965 10.142
C -15.191 18.642 11.197
C -15.614 17.304 10.630
F -16.840 17.013 11.111
O -15.648 17.520 9.203
H -14.634 18.651 12.133
H -15.981 19.393 11.166
H -14.902 16.499 10.811
O -8.357 24.654 10.413
C -8.240 23.837 9.560
O -7.212 23.728 8.665
C -7.523 22.595 7.765
C -8.253 21.746 8.762
F -7.472 21.022 9.570
O -8.869 22.715 9.661
H -8.123 22.947 6.926
H -6.637 22.084 7.387
H -9.016 21.074 8.370
O -13.664 23.277 -1.158
C -13.184 23.061 -0.006
O -11.874 23.209 0.339
C -11.647 22.554 1.546
C -13.065 22.657 2.133
F -13.079 23.836 2.701
O -13.913 22.621 0.997
H -11.141 21.596 1.663
H -10.996 23.207 2.128
H -13.363 21.843 2.794
O -10.201 22.501 4.932
C -10.294 21.432 5.482
O -11.507 21.119 5.976
C -11.487 19.757 6.350
C -10.013 19.423 6.427
F -9.824 18.343 5.667
O -9.368 20.539 5.815
H -12.031 19.582 7.278
H -11.967 19.138 5.592
H -9.629 19.325 7.443
O -16.650 24.736 7.589
C -15.768 23.975 7.328
O -15.772 22.715 7.578
C -14.458 22.137 7.306
C -13.902 23.195 6.351
F -14.257 22.929 5.066
O -14.610 24.350 6.764
H -13.965 22.384 8.246
H -14.422 21.107 6.949
H -12.817 23.300 6.381
O -11.392 16.932 9.353
C -11.340 16.096 8.460
O -11.247 16.216 7.126
C -11.324 14.986 6.474
C -10.582 14.100 7.562
F -9.235 14.115 7.400
O -11.094 14.722 8.652
H -12.380 14.759 6.321
H -10.742 14.981 5.552
H -10.791 13.031 7.512
C -11.297 20.241 11.326
N -12.038 21.243 10.504
O -12.539 22.231 11.026
O -12.107 21.139 9.262
H -10.323 20.699 11.496
H -11.072 19.370 10.711
H -11.876 20.065 12.233
C -12.647 17.919 2.388
N -13.189 16.774 3.241
O -14.339 16.513 3.068
O -12.424 16.165 3.968
H -13.385 18.626 2.009
H -12.236 17.377 1.536
H -11.796 18.355 2.912
C -16.466 19.935 4.931
N -15.466 20.140 3.861
O -16.030 20.150 2.735
O -14.245 20.139 4.124
H -16.927 20.921 4.991
H -16.086 19.590 5.893
H -17.187 19.243 4.498
O -4.174 22.297 3.764
S -5.297 23.101 4.293
O -5.517 23.246 5.748
C -5.401 24.694 3.545
C -6.589 24.718 2.527
C -7.636 23.688 3.055
C -6.914 22.475 3.598
H -4.446 24.919 3.069
H -5.582 25.356 4.392
H -6.925 25.755 2.509
H -6.345 24.466 1.495
H -8.367 23.367 2.313
H -8.181 24.165 3.870
H -6.710 21.702 2.857
H -7.481 21.943 4.363
O -7.878 13.844 10.765
S -7.215 15.119 11.040
O -6.518 15.353 12.285
C -5.989 15.587 9.776
C -6.389 16.946 9.231
C -7.930 16.997 9.233
C -8.339 16.526 10.625
H -6.183 14.837 9.009
H -4.975 15.562 10.176
H -5.914 17.769 9.764
H -5.970 16.944 8.225
H -8.286 16.381 8.407
H -8.445 17.945 9.080
H -9.316 16.050 10.701
H -8.148 17.350 11.312
*
```

The value obtained for the frontier orbital gap is 9.62 eV. The HOMO energy is -10.46 eV. The lowest unoccupied orbital energy comes out at -0.840 eV. Its SMILES is O=C1OC[C@@H](F)O1.O=C1OC[C@@H](F)O1.O=C1OC[C@@H](F)O1.O=C1OC[C@@H](F)O1.O=C1OC[C@@H](F)O1.O=C1OC[C@@H](F)O1.C[N+](=O)[O-].C[N+](=O)[O-].C[N+](=O)[O-].O=S1(=O)CCCC1.O=S1(=O)CCCC1. The energy above the lowest of the compared OMol25 structures with the same formula, charge and spin comes out at 3.7943 eV.

=====

The following is a DFT calculation (the ωB97M-V functional and the def2-TZVPD basis) of a molecular structure, C29H43N2O4SeW.

```
! wB97M-V def2-TZVPD RIJCOSX def2/J DEFGRID3
* xyz 1 3
W 0.124 -2.175 2.168
C -2.221 3.842 -1.249
C -3.173 2.653 -1.366
C -3.152 2.150 -2.818
C -4.589 3.122 -1.000
C -2.773 1.508 -0.437
C -1.684 1.578 0.411
C -1.377 0.488 1.210
Se 0.138 0.554 2.423
C 1.625 0.680 1.192
C 2.007 1.891 0.665
C 3.054 1.929 -0.250
C 3.683 0.723 -0.568
C 3.328 -0.514 -0.024
C 2.269 -0.512 0.873
O 1.783 -1.644 1.474
C 4.055 -1.814 -0.387
C 3.070 -2.784 -1.055
C 4.658 -2.451 0.876
C 5.206 -1.559 -1.366
C 3.473 3.268 -0.859
C 3.922 4.211 0.266
C 2.275 3.882 -1.598
C 4.629 3.112 -1.849
C -2.125 -0.673 1.210
O -1.732 -1.673 2.073
C -3.259 -0.765 0.392
C -3.536 0.328 -0.415
C -4.119 -2.037 0.374
C -3.256 -3.228 -0.062
C -4.727 -2.296 1.762
C -5.288 -1.919 -0.613
H -2.550 4.626 -1.933
H -1.201 3.567 -1.527
H -2.215 4.263 -0.242
H -3.429 2.959 -3.495
H -3.853 1.330 -2.975
H -2.153 1.803 -3.090
H -4.894 3.940 -1.655
H -4.623 3.479 0.031
H -5.324 2.322 -1.107
H -1.066 2.464 0.458
H 1.496 2.799 0.960
H 4.498 0.747 -1.272
H 2.283 -3.105 -0.372
H 3.603 -3.676 -1.386
H 2.607 -2.322 -1.929
H 3.900 -2.710 1.612
H 5.377 -1.773 1.339
H 5.181 -3.367 0.598
H 4.854 -1.147 -2.314
H 5.704 -2.503 -1.585
H 5.949 -0.882 -0.939
H 3.122 4.403 0.985
H 4.227 5.171 -0.153
H 4.770 3.789 0.809
H 1.437 4.074 -0.925
H 1.933 3.218 -2.394
H 2.566 4.834 -2.046
H 5.520 2.705 -1.369
H 4.890 4.090 -2.253
H 4.355 2.469 -2.689
H -4.395 0.279 -1.065
H -2.461 -3.445 0.653
H -2.799 -3.036 -1.035
H -3.879 -4.119 -0.151
H -3.965 -2.436 2.525
H -5.339 -3.198 1.722
H -5.366 -1.462 2.060
H -4.942 -1.787 -1.640
H -5.949 -1.091 -0.350
H -5.876 -2.836 -0.581
N -0.722 -3.233 3.953
N -0.485 -4.609 3.763
C -0.168 -5.045 2.476
O -0.125 -6.200 2.199
O 0.112 -4.019 1.635
H -0.245 -2.924 4.797
H -1.717 -3.029 4.043
H -0.930 -5.249 4.400
*
```

The value obtained for the frontier orbital gap (spin up / spin down) is 7.66 / 7.26 eV. The HOMO energy (spin up / spin down) is -11.59 / -11.60 eV. The expectation value of S² is 2.0099. The lowest unoccupied orbital energy (spin up / spin down) comes out at -3.929 / -4.343 eV. The energy above the lowest of the compared OMol25 structures with the same formula, charge and spin comes out at 0.0033 eV.

=====

The following is a DFT calculation (the ωB97M-V functional and the def2-TZVPD basis) of 7 unconnected molecules or ions with the total composition C29H43N8O5S2.

```
! wB97M-V def2-TZVPD RIJCOSX def2/J DEFGRID3
* xyz -1 1
C 5.533 -4.994 -2.529
C 6.467 -3.739 -1.987
C 6.439 -2.413 -2.952
C 5.064 -1.525 -2.877
O 3.814 -2.297 -2.898
S 2.935 -2.160 -1.444
O 3.767 -2.955 -0.364
O 2.812 -0.715 -0.888
N 1.372 -2.984 -1.507
S 0.200 -2.067 -2.419
O 0.478 -2.132 -3.955
O -0.045 -0.624 -1.917
C -1.464 -2.976 -2.182
N -1.564 -4.248 -2.999
H 4.698 -5.303 -1.743
H 4.967 -4.706 -3.540
H 6.159 -5.956 -2.767
H 6.280 -3.493 -0.834
H 7.588 -4.148 -2.022
H 6.763 -2.729 -4.041
H 7.314 -1.702 -2.560
H 5.051 -0.851 -3.862
H 5.179 -0.780 -1.982
H -2.322 -2.237 -2.488
H -1.636 -3.223 -1.027
H -2.471 -4.149 -3.532
H -1.694 -5.015 -2.273
N -4.336 -0.776 -1.032
C -5.150 -1.876 -1.100
C -6.302 -1.598 -0.398
C -6.180 -0.281 0.106
C -4.958 0.204 -0.303
H -3.420 -0.698 -1.454
H -4.841 -2.761 -1.639
H -7.139 -2.270 -0.265
H -6.906 0.256 0.703
H -4.479 1.159 -0.136
N -2.670 3.295 0.943
C -1.796 2.723 1.831
C -1.931 3.371 3.038
C -2.925 4.365 2.875
C -3.366 4.294 1.572
H -2.783 3.023 -0.025
H -1.153 1.908 1.527
H -1.374 3.151 3.940
H -3.282 5.057 3.626
H -4.113 4.868 1.040
N -4.431 4.168 5.983
C -3.782 4.815 7.003
C -4.734 5.305 7.869
C -6.001 4.937 7.357
C -5.784 4.233 6.193
H -3.982 3.713 5.199
H -2.702 4.871 7.024
H -4.537 5.867 8.772
H -6.967 5.160 7.790
H -6.475 3.774 5.498
N -2.782 7.479 10.093
C -2.049 7.742 8.965
C -0.715 7.650 9.295
C -0.641 7.314 10.667
C -1.932 7.211 11.135
H -3.792 7.480 10.148
H -2.537 7.973 8.028
H 0.116 7.807 8.618
H 0.257 7.162 11.252
H -2.318 6.973 12.117
N 2.309 -6.611 -4.185
C 2.134 -7.944 -3.919
C 2.547 -8.656 -5.023
C 2.992 -7.720 -5.986
C 2.837 -6.465 -5.441
H 2.085 -5.853 -3.552
H 1.730 -8.271 -2.970
H 2.530 -9.733 -5.123
H 3.385 -7.937 -6.971
H 3.056 -5.483 -5.839
N 4.447 -0.220 -7.581
C 4.348 1.080 -8.005
C 3.418 1.716 -7.213
C 2.944 0.768 -6.275
C 3.598 -0.418 -6.523
H 5.053 -0.923 -7.985
H 4.945 1.439 -8.832
H 3.115 2.751 -7.301
H 2.205 0.933 -5.501
H 3.532 -1.383 -6.040
*
```

The value obtained for the frontier orbital gap is 8.18 eV. The HOMO energy is -6.15 eV. The lowest unoccupied orbital energy comes out at 2.033 eV.

=====

no.,maximum force (eV/Å)
1,0.531
2,1.613
3,6.628
4,1.092
5,6.903